A cluster of 6 separate species, C37H68O17S5 in total at a distorted geometry, computed with wB97M-V/def2-TZVPD.

Structure (XYZ):
```
127
Properties=species:S:1:pos:R:3:forces:R:3
C 2.210 0.778 5.096 0.65 0.60 0.02
C 3.059 2.065 4.867 0.05 -0.73 0.87
O 3.496 2.248 3.502 -0.54 -0.68 0.02
C 2.752 3.144 2.836 -0.17 -1.30 -1.73
O 2.560 4.241 3.208 -0.39 2.61 1.31
C 2.106 2.634 1.561 0.19 -0.50 0.44
C 1.009 1.647 1.976 0.15 -0.41 -0.29
C 0.191 1.111 0.793 0.11 0.19 0.37
C -0.492 -0.221 1.120 -0.46 2.34 -1.32
O -1.392 -0.495 0.017 0.98 -1.20 0.57
C -1.241 -1.813 -0.289 0.54 2.60 0.80
O -1.932 -2.314 -1.080 -1.23 -1.80 -1.66
O -0.227 -2.377 0.362 0.98 -0.66 0.32
C 0.328 -1.503 1.346 -1.55 0.58 2.82
C -0.062 -1.984 2.787 0.52 -0.80 -0.45
C 1.050 -2.773 3.466 0.29 1.97 -0.44
O 0.937 -3.912 3.731 -0.41 -2.70 0.55
O 1.694 -1.408 1.406 -0.19 -0.36 -1.71
C 2.323 -1.288 0.120 0.94 0.90 -0.55
C 3.734 -0.769 0.361 0.23 -0.16 0.20
C 4.347 -0.158 -0.906 0.14 -0.50 0.57
C 4.694 -1.798 1.030 -0.07 0.06 0.54
C 4.972 -1.388 2.488 0.16 -0.18 -0.42
C 4.217 -3.248 0.995 -0.39 0.19 -0.71
H 2.274 0.075 4.271 -0.09 0.07 -0.22
H 2.625 0.263 5.960 -0.08 -0.03 0.15
H 1.191 1.060 5.341 -0.22 -0.22 -0.29
H 2.498 2.924 5.249 0.52 -0.19 -0.64
H 3.952 1.946 5.472 0.27 0.25 -0.12
H 1.649 3.449 1.005 0.27 0.27 0.01
H 2.890 2.158 0.970 -0.23 -0.17 -0.22
H 1.483 0.827 2.506 0.03 -0.09 0.01
H 0.309 2.120 2.669 0.08 0.09 0.10
H 0.748 1.099 -0.142 0.19 -0.26 0.03
H -0.622 1.820 0.631 -0.14 -0.03 -0.15
H -1.170 0.043 1.928 0.21 -0.54 0.50
H -0.315 -1.149 3.438 -0.01 0.18 -0.11
H -0.904 -2.669 2.697 -0.17 0.16 0.13
H 1.992 -2.273 3.749 -0.11 0.48 -0.15
H 1.842 -0.533 -0.506 -0.37 -0.04 0.14
H 2.301 -2.209 -0.458 -0.10 -0.25 0.27
H 3.607 0.047 1.079 0.02 0.06 0.06
H 5.399 0.039 -0.698 0.05 0.17 -0.05
H 3.870 0.788 -1.150 -0.15 -0.10 -0.39
H 4.320 -0.880 -1.721 -0.19 0.24 -0.27
H 5.647 -1.726 0.504 0.05 -0.16 -0.12
H 4.058 -1.087 2.995 -0.12 0.00 0.08
H 5.673 -0.556 2.508 -0.02 0.17 0.16
H 5.413 -2.224 3.028 0.09 0.01 0.14
H 3.338 -3.372 1.627 0.09 -0.15 0.20
H 3.900 -3.527 -0.012 0.06 -0.06 -0.09
H 4.992 -3.958 1.269 0.10 0.06 0.29
C 0.210 3.141 10.272 0.11 0.04 0.02
C 0.765 4.525 9.915 -0.09 -0.01 0.00
C 1.896 4.319 8.900 -0.04 0.36 0.23
S 1.507 2.803 8.020 -0.40 0.19 0.26
O 2.517 1.821 8.323 0.07 -0.02 -0.24
O 1.142 3.112 6.657 -0.14 0.05 0.41
C 0.028 2.411 8.945 -0.23 -0.02 0.29
H -0.728 3.209 10.820 0.00 -0.02 -0.01
H 0.928 2.604 10.897 -0.03 -0.03 -0.01
H -0.027 5.129 9.466 0.01 -0.02 -0.01
H 1.122 5.057 10.796 0.01 0.00 -0.02
H 1.957 5.138 8.187 0.09 -0.11 -0.11
H 2.857 4.180 9.391 0.01 -0.11 -0.08
H -0.060 1.332 9.052 0.09 -0.01 -0.14
H -0.823 2.806 8.390 0.05 -0.01 -0.07
C -3.201 -5.653 -1.911 -0.02 0.06 -0.10
C -3.813 -4.299 -2.287 -0.08 -0.10 -0.13
C -4.537 -4.481 -3.628 0.14 0.32 0.18
S -5.041 -6.203 -3.699 0.01 0.13 0.26
O -4.325 -6.850 -4.770 -0.17 -0.06 -0.08
O -6.476 -6.291 -3.590 0.00 -0.14 -0.23
C -4.300 -6.687 -2.144 0.29 0.00 0.26
H -2.852 -5.667 -0.879 0.02 0.00 -0.02
H -2.347 -5.865 -2.559 0.00 -0.03 0.03
H -4.529 -3.997 -1.519 0.01 -0.01 -0.01
H -3.059 -3.523 -2.349 -0.11 -0.08 -0.03
H -5.420 -3.851 -3.704 -0.06 -0.11 -0.12
H -3.875 -4.294 -4.471 -0.03 -0.12 -0.04
H -3.929 -7.707 -2.218 -0.12 -0.02 -0.12
H -5.071 -6.622 -1.377 -0.05 -0.01 -0.06
C -0.316 -1.859 -5.981 -0.06 -0.01 0.08
C -1.038 -0.891 -5.037 0.04 -0.01 -0.03
C -0.337 -0.971 -3.675 -0.35 0.11 -0.06
S 1.363 -1.435 -4.015 -0.27 0.19 -0.29
O 1.604 -2.743 -3.453 0.23 0.11 0.18
O 2.233 -0.318 -3.725 0.16 -0.19 0.25
C 1.174 -1.598 -5.785 -0.18 -0.12 -0.27
H -0.616 -1.709 -7.015 0.16 -0.07 0.22
H -0.554 -2.890 -5.706 0.04 0.00 -0.01
H -0.964 0.125 -5.432 0.00 -0.02 -0.01
H -2.096 -1.131 -4.948 0.01 0.02 -0.01
H -0.347 -0.016 -3.153 0.13 -0.06 0.10
H -0.774 -1.743 -3.045 0.11 -0.03 -0.02
H 1.808 -2.405 -6.148 0.09 0.03 0.12
H 1.473 -0.653 -6.238 0.04 0.01 0.06
C -0.578 5.826 1.872 -0.11 -0.01 -0.03
C -1.994 6.378 1.660 0.06 0.01 0.00
C -2.970 5.400 2.325 -0.12 0.24 -0.33
S -2.059 4.618 3.661 0.19 0.36 -0.01
O -1.916 3.212 3.359 -0.09 -0.06 0.12
O -2.584 5.067 4.926 -0.07 -0.31 0.06
C -0.501 5.430 3.341 0.23 0.03 -0.19
H 0.186 6.559 1.618 0.02 -0.04 0.01
H -0.427 4.948 1.239 0.04 0.00 0.02
H -2.076 7.360 2.132 0.01 -0.02 0.02
H -2.225 6.504 0.603 -0.02 0.00 0.02
H -3.840 5.905 2.737 -0.02 -0.14 0.10
H -3.288 4.619 1.636 0.03 -0.08 0.09
H 0.318 4.750 3.562 -0.04 -0.01 0.11
H -0.445 6.308 3.985 -0.05 -0.04 0.05
C -2.705 -0.211 -11.503 0.01 -0.12 -0.02
C -3.644 -1.419 -11.390 -0.01 0.08 0.01
C -3.073 -2.345 -10.309 -0.25 -0.13 -0.32
S -2.166 -1.290 -9.176 -0.42 0.16 -0.35
O -0.766 -1.629 -9.252 0.01 -0.01 0.16
O -2.862 -1.226 -7.915 0.26 -0.07 0.14
C -2.429 0.235 -10.070 -0.03 0.21 -0.31
H -3.146 0.591 -12.092 0.02 0.00 0.01
H -1.773 -0.512 -11.986 0.01 0.04 0.02
H -4.640 -1.080 -11.096 0.02 0.00 0.01
H -3.745 -1.942 -12.340 0.00 -0.01 0.02
H -3.856 -2.864 -9.761 0.12 -0.02 0.13
H -2.372 -3.066 -10.726 0.08 0.04 0.10
H -1.551 0.871 -9.976 0.03 -0.08 0.14
H -3.298 0.728 -9.635 0.02 -0.04 0.06
```
Forces are in eV/Å.

Output
DFT total energy ... -4720.592706 a.u.
Lowest unoccupied orbital energy ... 0.471 eV
HOMO ... -9.636 eV

Löwdin atomic charge list, values in e, 4 entries:
1. C -0.06
2. C -0.18
3. O 0.00
4. C -0.52